[1]
Below is a cluster of 3 separate species, C32H60F13N4O10P2S in total in a non-equilibrium geometry, with properties calculated with wB97M-V/def2-TZVPD.

Geometry as XYZ:
```
122
Properties=species:S:1:pos:R:3:mulliken_charge:R:1
N -5.555 -0.920 -2.272 -0.64
C -4.551 -1.180 -3.342 -0.35
C -3.120 -1.097 -2.798 -0.47
P -1.791 -0.653 -4.114 -0.40
O -2.548 0.868 -4.567 -0.19
C -2.283 1.842 -3.625 0.69
C -2.650 3.288 -3.967 -1.19
C -2.188 3.863 -5.319 -0.75
C -2.751 3.151 -6.561 -1.02
N -1.788 2.228 -7.143 0.03
C -2.385 1.362 -8.136 -0.62
C -1.396 0.856 -9.165 0.52
C -1.654 0.981 -10.509 -0.92
C -0.790 0.539 -11.458 -0.71
C 0.404 -0.026 -11.113 -0.62
C 0.684 -0.167 -9.784 -0.71
C -0.212 0.252 -8.828 0.97
O 0.087 0.054 -7.519 -0.26
C -0.918 1.556 -2.841 0.82
C -1.081 2.023 -1.391 -2.05
C 0.117 1.759 -0.465 -0.84
C 0.219 0.293 0.027 0.64
F -0.993 -0.287 0.039 -0.36
F 1.075 -0.346 -0.800 -0.33
C 0.895 0.254 1.415 1.05
F 0.181 1.005 2.279 -0.38
F 2.059 0.941 1.252 -0.33
C 1.308 -1.130 2.015 0.62
F 1.448 -0.979 3.352 -0.29
F 2.552 -1.392 1.570 -0.32
C 0.489 -2.414 1.695 0.38
F 0.240 -2.621 0.416 -0.13
F 1.296 -3.440 2.057 -0.29
S -1.106 -2.681 2.686 1.39
F -0.273 -2.982 3.998 -0.29
F -1.248 -1.151 3.031 -0.29
F -1.995 -2.505 1.400 -0.30
F -1.029 -4.240 2.337 -0.35
F -2.421 -2.959 3.518 -0.33
P 0.704 1.968 -3.664 0.73
O 1.735 0.946 -3.469 -0.78
O 1.313 3.367 -3.033 -0.68
O 0.541 2.231 -5.223 -0.14
O -0.892 0.159 -2.808 -0.08
H -6.392 -1.467 -2.437 0.21
H -5.843 0.051 -2.287 0.20
H -4.680 -0.495 -4.183 0.05
H -4.720 -2.212 -3.655 0.45
H -3.139 -0.343 -2.002 -0.11
H -2.858 -2.027 -2.290 0.58
H -2.632 -1.308 -5.109 -0.01
H -1.117 -1.905 -3.820 0.09
H -0.776 -0.321 -5.069 -0.47
H -3.001 1.605 -2.810 0.26
H -3.738 3.376 -3.922 0.45
H -2.249 3.932 -3.176 0.35
H -2.602 4.881 -5.363 0.39
H -1.109 4.000 -5.392 0.32
H -3.011 3.910 -7.324 0.57
H -3.660 2.595 -6.326 0.35
H -0.974 2.709 -7.499 0.23
H -2.807 0.479 -7.639 0.17
H -3.164 1.877 -8.726 0.33
H -2.606 1.430 -10.769 0.34
H -1.037 0.628 -12.510 0.35
H 1.123 -0.362 -11.847 0.37
H 1.620 -0.614 -9.466 0.33
H 0.965 -0.326 -7.431 0.24
H -2.025 1.679 -0.980 0.34
H -1.178 3.120 -1.450 0.49
H 1.060 1.965 -0.968 0.65
H 0.061 2.460 0.368 0.30
H 0.684 3.714 -2.388 0.41
H 1.381 2.082 -5.669 0.32
C 3.363 8.265 3.658 -0.72
O 4.217 7.208 4.052 -0.33
C 3.965 6.725 5.367 -0.82
C 3.418 5.312 5.327 -0.15
N 2.065 5.286 4.785 -0.32
C 1.563 3.944 4.491 -1.06
C 2.265 3.139 3.401 0.26
O 2.106 3.676 2.098 -0.33
C 3.052 4.671 1.751 -0.68
H 3.724 8.641 2.701 0.24
H 2.331 7.924 3.530 0.30
H 3.391 9.085 4.383 0.34
H 3.298 7.391 5.922 0.41
H 4.927 6.709 5.888 0.40
H 3.405 4.904 6.342 0.38
H 4.109 4.708 4.724 0.19
H 2.044 5.829 3.932 0.11
H 0.518 4.059 4.192 0.40
H 1.563 3.360 5.417 0.41
H 1.794 2.160 3.377 -0.18
H 3.324 2.959 3.622 0.32
H 4.021 4.503 2.227 0.32
H 2.682 5.671 1.997 0.19
H 3.188 4.633 0.669 0.32
C 1.971 -4.768 5.766 -0.82
O 2.388 -5.580 6.852 -0.38
C 1.698 -5.314 8.066 -0.77
C 0.825 -6.490 8.456 -0.23
N -0.306 -6.632 7.548 -0.26
C -1.051 -7.877 7.711 -0.69
C -0.330 -9.186 7.395 -0.48
O -0.008 -9.355 6.027 -0.42
C 1.217 -8.773 5.616 -0.49
H 2.644 -4.958 4.932 0.29
H 0.952 -5.012 5.452 0.31
H 2.033 -3.706 6.022 0.44
H 1.114 -4.391 8.007 0.37
H 2.459 -5.176 8.841 0.39
H 0.451 -6.338 9.473 0.37
H 1.462 -7.386 8.456 0.18
H 0.030 -6.582 6.595 0.02
H -1.920 -7.813 7.051 0.37
H -1.435 -7.924 8.735 0.39
H -1.020 -9.999 7.637 0.34
H 0.555 -9.340 8.024 0.35
H 1.962 -8.773 6.415 0.27
H 1.066 -7.755 5.247 0.14
H 1.602 -9.365 4.785 0.29
```

For the strongest force on any atom, the calculation gives 0.041 Eh/bohr. The value obtained for the frontier orbital gap is 6.27 eV. As for the LUMO energy: 2.10 eV. Its total energy is -125329.6988 eV. The net charge is -1. The multiplicity is 1.


[2]
Below is a cluster of 7 separate species, C32H60F5NO9 in total in a non-equilibrium geometry, with properties calculated with wB97M-V/def2-TZVPD.

Geometry as XYZ:
```
107
Properties=species:S:1:pos:R:3:mulliken_charge:R:1
C -2.740 8.161 2.762 -0.95
N -3.472 7.031 2.186 -0.37
C -2.528 6.065 1.691 -0.40
O -3.197 4.998 1.040 -0.37
C -3.024 4.971 -0.298 0.75
O -2.068 4.477 -0.827 -0.57
O -4.092 5.473 -0.925 -0.37
C -3.841 6.081 -2.192 -0.70
C -3.686 7.585 -2.062 -0.86
C -2.235 8.057 -1.845 -0.67
C -1.634 8.759 -3.042 0.74
F -2.498 9.608 -3.644 -0.30
F -0.570 9.505 -2.609 -0.32
C -1.043 7.803 -4.096 0.61
F -0.104 7.011 -3.521 -0.25
F -2.014 7.013 -4.617 -0.24
F -0.456 8.505 -5.094 -0.25
H -1.940 8.530 2.111 0.31
H -2.265 7.831 3.679 0.31
H -3.412 8.982 2.964 0.36
H -4.017 7.386 1.412 0.27
H -1.942 5.672 2.512 0.47
H -1.812 6.519 0.993 0.30
H -4.724 5.890 -2.790 0.37
H -3.011 5.617 -2.709 0.45
H -4.258 7.872 -1.187 0.43
H -4.163 8.071 -2.903 0.50
H -2.211 8.777 -1.038 0.27
H -1.609 7.202 -1.622 0.44
C -1.807 0.993 -1.218 0.56
C -1.104 0.615 -2.519 -0.72
C -1.360 -0.885 -2.585 -0.07
O -2.620 -1.108 -1.941 -0.41
C -3.021 0.076 -1.247 -0.47
H -2.072 2.046 -1.148 -0.12
H -1.171 0.749 -0.366 -0.18
H -1.582 1.116 -3.363 0.27
H -0.044 0.863 -2.533 0.42
H -0.589 -1.442 -2.039 0.21
H -1.404 -1.265 -3.605 0.00
H -3.851 0.535 -1.797 0.28
H -3.376 -0.194 -0.251 0.26
C -0.711 0.946 2.477 -0.22
C 0.227 0.262 3.467 -0.17
C 0.729 1.447 4.279 -0.60
O -0.331 2.410 4.292 -0.43
C -1.328 2.042 3.335 -0.03
H -1.458 0.279 2.046 0.28
H -0.137 1.389 1.660 0.22
H -0.335 -0.420 4.106 0.05
H 1.032 -0.301 3.001 0.22
H 1.607 1.905 3.810 0.26
H 0.985 1.180 5.305 0.33
H -2.208 1.675 3.874 0.28
H -1.618 2.922 2.758 -0.20
C 2.293 -4.586 3.052 -0.45
C 0.802 -4.342 2.857 -0.37
C 0.505 -3.337 3.961 -0.33
O 1.701 -2.571 4.148 -0.39
C 2.783 -3.202 3.451 -0.17
H 2.795 -4.971 2.166 0.30
H 2.450 -5.296 3.868 0.25
H 0.623 -3.887 1.879 0.19
H 0.202 -5.242 2.929 0.23
H 0.267 -3.842 4.904 0.28
H -0.317 -2.665 3.711 0.20
H 3.029 -2.599 2.572 0.09
H 3.659 -3.232 4.101 0.16
C 0.149 -8.857 0.273 -0.55
C 1.077 -9.559 1.261 -0.55
C 1.577 -8.389 2.097 -0.49
O 0.519 -7.427 2.119 -0.29
C -0.472 -7.776 1.147 -0.43
H -0.595 -9.514 -0.175 0.34
H 0.732 -8.403 -0.531 0.27
H 0.507 -10.251 1.884 0.26
H 1.885 -10.114 0.787 0.33
H 2.460 -7.925 1.644 0.26
H 1.823 -8.672 3.121 0.31
H -1.357 -8.150 1.672 0.29
H -0.752 -6.884 0.587 0.26
C -0.616 -4.269 -7.065 -0.54
C -2.109 -4.011 -7.244 -0.56
C -2.381 -2.999 -6.139 -0.43
O -1.175 -2.247 -5.977 -0.38
C -0.108 -2.886 -6.681 -0.40
H -0.128 -4.664 -7.955 0.34
H -0.453 -4.972 -6.245 0.27
H -2.297 -3.562 -8.222 0.26
H -2.724 -4.905 -7.156 0.33
H -2.611 -3.496 -5.191 0.27
H -3.198 -2.317 -6.377 0.32
H 0.129 -2.290 -7.569 0.25
H 0.774 -2.918 -6.041 0.27
C 7.996 -1.672 2.338 -0.53
C 7.283 -1.068 3.544 -0.60
C 5.879 -0.853 2.996 -0.27
O 5.662 -1.883 2.028 -0.35
C 6.899 -2.537 1.734 -0.45
H 8.888 -2.241 2.593 0.33
H 8.283 -0.884 1.638 0.26
H 7.262 -1.788 4.365 0.28
H 7.737 -0.149 3.910 0.35
H 5.791 0.118 2.497 0.27
H 5.107 -0.917 3.765 0.21
H 6.883 -3.533 2.191 0.27
H 6.993 -2.654 0.654 0.26
```

For the strongest force on any atom, the calculation gives 0.022 Eh/bohr. The value obtained for the frontier orbital gap is 9.68 eV. As for the LUMO energy: 0.66 eV. Its total energy is -67659.6717 eV. The net charge is 0. The multiplicity is 1. As for the structure (SMILES): CNCOC(=O)OCCCC(F)(F)C(F)(F)F.C1CCOC1.C1CCOC1.C1CCOC1.C1CCOC1.C1CCOC1.C1CCOC1.